# C39H64F13NO22P6S

A 6-piece molecular cluster, C39H64F13NO22P6S overall (ωB97M-V/def2-TZVPD, the Open Molecules 2025 dataset).

XYZ file:
```
146
Properties=species:S:1:pos:R:3
C 4.8175 1.1083 6.4664
C 3.5684 1.3675 5.6545
C 3.5701 2.4053 4.7309
C 2.4545 2.6550 3.9510
C 1.3301 1.8731 4.1182
C 1.2832 0.8529 5.0511
C 0.0223 0.0328 5.2143
C 0.0034 -1.0721 4.1791
C 0.9192 -2.1142 4.3209
C 0.9652 -3.1251 3.3922
C 0.1207 -3.1775 2.2863
C 0.3014 -4.3208 1.3171
C 1.6212 -4.1176 0.5233
C 1.4279 -3.7402 -0.9287
F 1.2800 -4.8029 -1.7500
F 0.2403 -3.0618 -1.0183
C 2.4533 -2.7159 -1.5159
F 2.1683 -2.6287 -2.8385
F 2.1683 -1.5206 -0.9738
C 3.9375 -3.1026 -1.3513
F 3.9821 -4.4231 -1.6971
F 4.3481 -3.0751 -0.0807
C 4.9853 -2.4491 -2.3069
F 4.7857 -2.8055 -3.5707
F 6.1630 -2.9911 -1.9737
S 5.1775 -0.5546 -2.2373
F 3.7505 -0.3610 -2.8935
F 5.8305 -0.6042 -3.6917
F 6.6446 -0.6718 -1.6464
F 4.6407 -0.4226 -0.7641
F 5.3530 1.0162 -2.2822
C -0.7973 -2.1464 2.1389
C -0.8578 -1.1106 3.0944
C -1.8822 -0.0437 2.8503
O -2.4996 0.5388 3.7134
C -2.1447 0.2594 1.4052
P -2.5455 1.9823 0.9642
N -4.0712 2.2979 0.8426
C -2.0885 -0.7176 0.5090
C -1.7361 -2.0944 0.9699
O -2.2175 -3.0656 0.4288
C 2.4186 0.6096 5.8085
H 4.5900 0.8391 7.4946
H 5.4214 0.3539 5.9617
H 5.3995 2.0299 6.4724
H 4.4762 2.9914 4.6370
H 2.4772 3.4704 3.2413
H 0.4527 2.0786 3.5140
H -0.8222 0.7071 5.1365
H -0.0199 -0.4136 6.2081
H 1.6103 -2.1243 5.1526
H 1.7089 -3.9050 3.5161
H 0.4403 -5.2164 1.9229
H -0.5667 -4.5086 0.7012
H 2.2816 -4.9753 0.6426
H 2.1553 -3.2917 0.9960
H -1.8353 2.2565 -0.2223
H -1.9852 2.7243 2.0217
H -4.2996 2.6425 -0.0816
H -2.2676 -0.5282 -0.5430
H 2.4138 -0.1824 6.5504
C 2.1630 2.4815 -3.9911
O 1.5763 3.2526 -5.0604
P 2.5965 3.9601 -6.1094
O 3.0408 5.2073 -5.4777
O 1.4611 4.1777 -7.2526
C 0.1712 3.5703 -7.2481
O 3.7534 3.6151 -7.1799
C 3.6562 2.4088 -7.9570
H 1.3578 2.1015 -3.3688
H 2.7293 1.6392 -4.3891
H 2.8178 3.1129 -3.3892
H -0.5248 4.1803 -6.6717
H 0.1942 2.5618 -6.8424
H -0.1721 3.5246 -8.2807
H 2.8622 2.5031 -8.6987
H 3.4691 1.5397 -7.3248
H 4.6051 2.2704 -8.4673
C 2.0043 6.6657 7.4303
O 0.7938 6.3967 6.6974
P -0.2721 5.3593 7.3744
O 0.2201 4.0162 7.0458
O -1.4867 5.8663 6.4152
C -1.4758 7.0527 5.6237
O -1.2858 5.1158 8.6137
C -1.9340 6.2434 9.2263
H 2.6051 7.3464 6.8333
H 1.7841 7.1397 8.3876
H 2.5594 5.7410 7.5952
H -1.0192 6.8495 4.6551
H -0.9477 7.8675 6.1132
H -2.5118 7.3498 5.4682
H -2.6941 6.6477 8.5572
H -1.2183 7.0243 9.4862
H -2.4117 5.8919 10.1365
C -1.3924 -2.7596 -7.3933
O -1.5087 -3.7434 -6.3482
P -1.4779 -5.3083 -6.7960
O -2.8376 -5.6330 -7.2428
O -1.1292 -5.8543 -5.3104
C -0.6997 -5.0401 -4.2156
O -0.5427 -6.4021 -7.5293
C 0.8825 -6.3437 -7.3438
H -1.4569 -1.7793 -6.9292
H -0.4319 -2.8442 -7.9036
H -2.2036 -2.8748 -8.1132
H -1.5661 -4.6414 -3.6878
H -0.0606 -4.2231 -4.5412
H -0.1354 -5.6723 -3.5351
H 1.1423 -6.6547 -6.3313
H 1.2700 -5.3416 -7.5318
H 1.3340 -7.0306 -8.0542
C -5.1234 8.2464 -0.9633
O -3.7120 7.9731 -1.0808
P -3.2837 6.4902 -1.6088
O -3.3481 5.6130 -0.4332
O -1.7746 6.9764 -1.9845
C -1.3435 8.3329 -2.0840
O -3.3166 5.4653 -2.8647
C -3.3065 5.9920 -4.2031
H -5.2307 9.2567 -0.5786
H -5.6140 8.1872 -1.9353
H -5.5882 7.5428 -0.2717
H -1.0385 8.6989 -1.1037
H -2.1166 8.9798 -2.4911
H -0.4830 8.3529 -2.7509
H -2.3235 6.4018 -4.4374
H -4.0681 6.7610 -4.3363
H -3.5206 5.1697 -4.8805
C -1.8838 -8.2843 -0.4754
O -2.0318 -8.7902 0.8681
P -2.8636 -7.8631 1.9225
O -1.9070 -6.8638 2.4166
O -3.0990 -9.1083 2.9481
C -2.8920 -10.4840 2.6345
O -4.3061 -7.2289 2.2737
C -5.5018 -7.9308 1.8890
H -1.2897 -9.0028 -1.0330
H -2.8535 -8.1784 -0.9619
H -1.3719 -7.3207 -0.4629
H -1.8503 -10.7532 2.8098
H -3.1610 -10.7156 1.6070
H -3.5236 -11.0689 3.3017
H -5.6327 -8.8166 2.5111
H -5.4760 -8.2181 0.8376
H -6.3399 -7.2579 2.0457
```

The LUMO energy comes out at -0.66 eV. As for the HOMO energy: -7.932 eV. The total energy comes out at -6979.1233 Ha. The SMILES is Cc1cccc(Cc2ccc(CCC(F)(F)C(F)(F)C(F)(F)C(F)(F)S(F)(F)(F)(F)F)c3c2C(=O)C([PH2]=N)=CC3=O)c1.COP(=O)(OC)OC.COP(=O)(OC)OC.COP(=O)(OC)OC.COP(=O)(OC)OC.COP(=O)(OC)OC. As for the gap between HOMO and LUMO: 7.271 eV.